Molecular formula: C8H16N2O3
Method: DFT, ωB97M-V/def2-TZVPD

As for the LUMO energy: 0.562 eV. The value obtained for the energy above the lowest of the compared OMol25 structures with the same formula, charge and spin is 82.4 kJ/mol. For the largest force on an atom, the calculation gives 2.91 eV/Å. The calculation puts the gap between HOMO and LUMO at 10.10 eV. The value obtained for the HOMO energy is -9.54 eV.

Last column: Mulliken charge in e.
Positions of all 29 atoms, in Å:
O (-1.79022, -0.22263, 1.23436)  -0.624
O (2.17004, 2.72564, 1.00966)  -0.431
O (0.74452, 3.34020, -0.65294)  -0.599
N (-4.46737, 0.02344, -0.03943)  -0.605
N (-0.84813, 1.08241, -0.32069)  -0.177
C (1.12561, 2.51539, 0.18540)  0.247
C (-1.91927, 0.46138, 0.24306)  0.694
C (1.23800, -1.35835, -0.19088)  1.221
C (1.20789, -1.87347, 1.28690)  -1.395
C (2.20115, -2.17667, -1.03867)  -1.763
C (-3.24206, 0.59363, -0.53703)  -0.895
C (1.52664, 0.14618, -0.37872)  -1.746
C (0.50661, 1.12483, 0.31771)  0.262
H (-4.74578, 0.56261, 0.77973)  0.270
H (-3.46625, 1.69188, -0.52931)  0.377
H (0.38566, 0.89834, 1.38103)  0.448
H (2.14798, -1.79381, 1.85240)  0.296
H (3.23925, -1.96164, -0.78276)  0.363
H (0.22169, -1.61473, -0.64629)  0.029
H (2.10388, -1.89960, -2.05070)  0.453
H (1.54831, 0.40625, -1.43589)  0.468
H (2.69337, 3.43908, 0.61649)  0.357
H (-0.99349, 1.76707, -1.09531)  0.307
H (-3.18538, 0.22661, -1.55291)  0.362
H (0.39079, -1.38610, 1.88148)  0.306
H (-4.26933, -0.91425, 0.29336)  0.273
H (2.49868, 0.34545, -0.11724)  0.663
H (2.07838, -3.22856, -0.97384)  0.428
H (0.89882, -2.92056, 1.26103)  0.410